# 1
The following is a quantum chemistry calculation of C47H54F2N5O2PScSi as an isolated structure, from OMol25.

Values from the calculation:
HOMO-LUMO gap   4.4 eV
Relative energy (zero: lowest compared OMol25 entry of this formula, charge and spin)   0.1 kcal per mole
E   -3838.72684 Eh
Largest force on an atom   0.0608 Eh/bohr
Lowest unoccupied orbital energy   -2.4 eV
HOMO energy   -6.8750 eV

Structure (ORCA input):
```
! RIJCOSX wB97M-V def2-TZVPD def2/J DEFGRID3
* xyz 1 1
Sc -0.51133 -0.82472 0.77237
F 1.50368 -1.42092 5.71542
C 0.53630 -0.80515 4.98153
C 0.79099 -0.45216 3.68295
C -0.29804 -0.21272 2.89384
C -1.52910 0.14356 3.49863
C -1.67222 0.03850 4.93242
F -2.81223 0.34921 5.60759
C -0.67724 -0.60465 5.63794
C -2.70902 0.45081 2.73061
C -3.80143 1.19584 3.19869
C -4.76092 1.64837 2.30881
C -4.70361 1.16146 0.97629
C -3.84182 0.10612 0.70069
N -2.72860 -0.12512 1.44346
H 1.78577 -0.50061 3.26477
H -0.76096 -0.83120 6.69713
H -3.83068 1.56412 4.24386
H -5.44455 2.45330 2.63897
H -5.37896 1.51945 0.17838
H -4.04346 -0.55497 -0.18972
N -0.67403 -2.86080 1.75325
C 0.34512 -3.93535 1.75988
C 1.73866 -3.35994 2.04978
C 2.28090 -2.70602 0.77440
N 1.73452 -1.36463 0.50418
H -0.90711 -2.60407 2.74877
H -1.53444 -3.32173 1.41593
H 0.28611 -4.48882 0.77318
H 0.14222 -4.65557 2.56301
H 2.38606 -4.23739 2.29865
H 1.72903 -2.65594 2.90764
H 2.10352 -3.41223 -0.05924
H 3.38796 -2.59487 0.85228
H 1.91509 -1.08157 -0.46828
H 2.22519 -0.70900 1.11923
O -0.15386 3.16909 1.19719
C -0.30261 2.43890 0.18007
O -0.06185 1.12524 0.11601
C -0.66829 3.13217 -1.14477
N 0.00815 4.46595 -1.10730
C -0.72723 5.36102 -2.08238
C -2.16264 4.93134 -1.96545
C -2.15986 3.45919 -1.51789
H -0.26909 2.52129 -1.97158
H 1.02081 4.38915 -1.32404
H -0.08247 4.91516 -0.17570
H -0.27583 5.07818 -3.01715
H -0.56052 6.44096 -1.88584
H -2.68586 5.00948 -2.94355
H -2.69897 5.61887 -1.29492
H -2.51636 2.74743 -2.30285
H -2.77593 3.23027 -0.62240
C -2.29990 -4.66087 -1.92204
Si -2.96252 -3.17401 -1.02938
C -3.97043 -3.77348 0.49136
C -4.15724 -2.31317 -2.22788
C -3.82401 -1.19947 -3.08300
C -4.62241 -0.88587 -4.16763
C -5.79872 -1.56616 -4.40400
C -6.20245 -2.56069 -3.50714
C -5.31740 -2.98991 -2.52377
H -1.52899 -4.23959 -2.56354
H -3.06401 -5.26945 -2.46579
H -1.78819 -5.31018 -1.19548
H -3.69439 -4.82924 0.69596
H -5.05146 -3.68357 0.27102
H -3.71554 -3.19925 1.39735
H -2.90649 -0.65733 -2.95475
H -4.28957 -0.09893 -4.87185
H -6.42842 -1.37061 -5.26341
H -7.18699 -3.01276 -3.59187
H -5.62971 -3.88434 -1.89661
C 2.85349 3.61005 3.17786
P 3.03691 2.09501 2.06851
C 3.82707 2.80671 0.60302
C 3.28220 2.50681 -0.64927
C 3.83706 3.12547 -1.77599
C 4.94837 3.93185 -1.67211
C 5.47830 4.21174 -0.44011
C 4.94328 3.63032 0.73283
C 4.36874 1.09006 2.82758
C 5.37656 0.63147 2.02575
C 6.27127 -0.37233 2.46035
C 6.07546 -0.95520 3.71160
C 5.10497 -0.43905 4.58802
C 4.25571 0.57236 4.15056
H 2.86892 3.38327 4.25244
H 1.85189 4.00545 2.94582
H 3.64497 4.34765 3.03414
H 2.43531 1.81675 -0.59667
H 3.34323 3.00933 -2.73012
H 5.38781 4.36970 -2.54941
H 6.35356 4.87555 -0.36737
H 5.30971 3.76775 1.74395
H 5.36066 0.88015 0.97523
H 7.00963 -0.78681 1.77519
H 6.65696 -1.83011 4.04112
H 4.93509 -0.77620 5.62662
H 3.52559 1.07048 4.78423
N -0.59773 -1.55000 -1.51199
C -0.33913 -1.64048 -2.65683
C 0.12838 -1.75399 -3.99132
C -0.55300 -2.50191 -4.96711
C -0.04066 -2.65077 -6.26633
C 1.12053 -1.98990 -6.63947
C 1.81045 -1.23594 -5.67629
C 1.36510 -1.22110 -4.37362
H -1.52328 -2.95643 -4.70666
H -0.63102 -3.20835 -6.99736
H 1.51725 -2.09913 -7.66492
H 2.71713 -0.69248 -6.01504
H 1.92315 -0.74310 -3.50907
*
```

Here are the Mulliken charges for atoms 1 to 5, given in e: number 1, Sc, carries -1.556; number 2, F, carries -0.377; number 3, C, carries -0.046; number 4, C, carries -0.398; number 5, C, carries 1.183

=====

# 2
The following is a quantum chemistry calculation of a single C3H6F2OS molecule, from OMol25.

Values from the calculation:
HOMO-LUMO gap (alpha / beta)   5.6 / 8.4 eV
Relative energy (zero: lowest compared OMol25 entry of this formula, charge and spin)   66.6 kcal per mole
E   -790.76715 Eh
Largest force on an atom   0.0759 Eh/bohr
Lowest unoccupied orbital energy (alpha / beta)   0.6 / -2.1 eV
HOMO energy (alpha / beta)   -4.9724 / -10.4804 eV

Structure (ORCA input):
```
! RIJCOSX wB97M-V def2-TZVPD def2/J DEFGRID3
* xyz 0 3
C 1.61893 1.50558 -0.30237
C -0.20695 -1.70502 0.11259
C -1.00798 -0.45133 0.19396
O -0.72443 1.29899 -1.64790
F -1.12636 -0.05833 1.62356
F -2.17767 -0.44553 -0.34717
S -0.03615 1.13386 -0.39997
H 2.13577 1.11132 -1.14516
H 1.94408 1.39053 0.75739
H -0.92556 -2.60287 -0.03277
H 0.62009 -1.45798 -0.48941
H 0.30602 -1.79308 1.06455
H -0.41980 2.07387 0.61270
*
```

Here are the natural (NBO) charges for atoms 1 to 5, given in e: number 1, C, carries -0.534; number 2, C, carries -0.724; number 3, C, carries 0.516; number 4, O, carries -0.932; number 5, F, carries -0.425

=====

# 3
The following is a quantum chemistry calculation of an isolated ion of composition CH7N5S and charge +2, from OMol25.

Values from the calculation:
SMILES   [H]/N=[N+](N)/C=[N+](\N)S
HOMO-LUMO gap (alpha / beta)   8.2 / 8.2 eV
Relative energy (zero: lowest compared OMol25 entry of this formula, charge and spin)   64.2 kcal per mole
E   -713.37934 Eh
Largest force on an atom   0.0567 Eh/bohr
Lowest unoccupied orbital energy (alpha / beta)   -11.0 / -11.0 eV
HOMO energy (alpha / beta)   -19.1701 / -19.1706 eV

Structure (ORCA input):
```
! RIJCOSX wB97M-V def2-TZVPD def2/J DEFGRID3
* xyz 2 1
H -2.01271 1.74665 1.28752
N -1.62594 0.90932 0.79783
N -0.50723 0.87519 0.32003
N 0.31638 1.93891 0.26238
C 0.02762 -0.18834 -0.48855
N 0.13360 -1.51745 -0.29459
N 0.05930 -2.21278 0.84450
S 0.72114 -2.49723 -1.62293
H -0.19398 2.74098 0.61775
H 1.29151 1.74597 0.39383
H 0.39928 0.37153 -1.40290
H -0.11627 -1.60818 1.61911
H 0.60848 -3.02361 1.03638
H 0.73741 -1.64611 -2.66690
*
```

Here are the natural (NBO) charges for atoms 1 to 5, given in e: number 1, H, carries 0.424; number 2, N, carries -0.190; number 3, N, carries 0.154; number 4, N, carries -0.555; number 5, C, carries 0.120

=====

# 4
The following is a quantum chemistry calculation of a 8-piece molecular cluster, H16O8 overall, from OMol25.

Values from the calculation:
SMILES   O.O.O.O.O.O.O.O
HOMO-LUMO gap   10.1 eV
Relative energy (zero: lowest compared OMol25 entry of this formula, charge and spin)   76.1 kcal per mole
E   -611.46128 Eh
Largest force on an atom   0.0319 Eh/bohr
Lowest unoccupied orbital energy   0.2 eV
HOMO energy   -9.8259 eV

Structure (ORCA input):
```
! RIJCOSX wB97M-V def2-TZVPD def2/J DEFGRID3
* xyz 0 1
O 0.74791 -0.11215 0.94878
H 1.57475 0.24125 1.29581
H 0.08049 0.19930 1.57050
O 2.34104 2.42956 1.32537
H 3.27709 2.33433 1.53450
H 2.19180 1.78899 0.62083
O -1.37286 -1.41967 1.89641
H -1.84462 -0.59731 2.07006
H -2.03220 -1.98433 1.47758
O -0.57689 1.32032 -1.73197
H -0.27696 1.11107 -2.62373
H -0.77893 2.26208 -1.76744
O -1.78447 3.62604 -0.85655
H -1.30570 4.26607 -0.31792
H -2.32931 3.14665 -0.22226
O -1.71583 -2.91513 -2.42125
H -1.94162 -2.34951 -1.67420
H -2.21091 -3.72612 -2.25941
O 1.28510 1.16362 -3.29433
H 1.87410 1.41138 -2.57274
H 1.30534 0.19999 -3.29322
O 1.03699 -4.18509 3.86581
H 1.14226 -4.07365 4.81738
H 1.58652 -3.49022 3.48611
*
```

Here are the natural (NBO) charges for atoms 1 to 5, given in e: number 1, O, carries -0.921; number 2, H, carries 0.449; number 3, H, carries 0.469; number 4, O, carries -0.938; number 5, H, carries 0.468